{
  "formula": "C10H16NS",
  "method": "ωB97M-V with the def2-TZVPD basis set",
  "symbols": ["C", "C", "C", "C", "C", "C", "C", "C", "C", "C", "N", "S", "H", "H", "H", "H", "H", "H", "H", "H", "H", "H", "H", "H", "H", "H", "H", "H"],
  "coordinates": [[-1.287368, 0.649615, -0.644572], [-2.387476, -0.664793, -1.809225], [-1.020940, 2.098766, 1.499925], [-0.121473, 1.259570, 2.440307], [-0.391600, 1.309837, 0.209947], [0.183317, 0.317980, 1.308522], [-3.326299, -1.541195, -2.240954], [3.323943, -0.980549, -0.657050], [1.658387, 0.033034, 0.956703], [1.885971, -0.914724, -0.244784], [-2.357546, -0.051802, -0.569228], [-0.868050, -0.191378, -2.479319], [-2.132449, 2.038434, 1.533694], [-0.694702, 3.161641, 1.514533], [0.821049, 1.892046, 2.721597], [-0.503359, 0.835263, 3.372581], [0.479890, 1.856364, -0.408360], [-0.352582, -0.668596, 1.471606], [-4.163641, -0.880760, -2.704802], [-3.780089, -2.275898, -1.476193], [-3.183166, -2.186484, -3.137980], [3.372092, -1.939989, -1.375821], [3.859238, -0.992548, 0.245765], [3.592028, -0.086019, -1.134377], [2.311515, 0.963357, 0.850321], [2.154721, -0.514441, 1.782866], [1.551334, -2.007064, 0.122230], [1.377252, -0.519668, -1.147934]],
  "atomic_forces_ev_per_a": [[0.5, -2.0, -2.0], [4.5, 2.2, 1.7], [0.3, 0.9, -0.6], [1.3, 1.6, 0.7], [0.8, 2.1, 0.0], [1.8, -1.9, -0.1], [-5.2, -3.5, -2.2], [-1.2, -2.8, -1.4], [1.2, -0.3, 0.3], [-1.5, -0.9, 0.9], [-1.5, 0.5, 0.5], [-0.8, 0.7, 0.5], [0.9, -0.2, 0.2], [-0.6, -0.7, -0.3], [-1.7, -1.1, -0.5], [-0.2, 0.1, -0.4], [-2.1, -1.2, 1.6], [0.3, 1.2, -0.8], [0.7, -0.7, 1.2], [0.5, 1.7, -0.7], [1.0, 0.7, 0.5], [0.8, 2.3, 1.7], [1.5, -0.9, 0.9], [0.5, 1.1, -1.1], [-1.2, -0.8, 0.0], [-0.5, 0.4, 0.1], [0.2, 2.4, -1.3], [-0.5, -0.7, 0.5]],
  "lowdin_charge": [-0.25, -0.62, -0.06, -0.14, -0.20, -0.27, -0.07, -0.12, -0.20, -0.30, 0.10, 1.03, 0.13, 0.12, 0.16, 0.12, 0.21, 0.18, 0.18, 0.16, 0.12, 0.14, 0.06, 0.06, 0.15, 0.13, 0.16, 0.05],
  "homo_ev": -14.100,
  "orbital_gap_ev": 8.14,
  "lumo_ev": -5.96,
  "molar_mass_g_mol": 182.31,
  "charge": 1
}


{
  "formula": "C10H16O",
  "method": "ωB97M-V with the def2-TZVPD basis set",
  "symbols": ["C", "C", "C", "C", "C", "C", "C", "O", "H", "H", "H", "H", "H", "H", "H", "H", "C", "C", "C", "H", "H", "H", "H", "H", "H", "H", "H"],
  "coordinates": [[2.115796, -2.088925, -0.749903], [0.731522, 1.232638, 1.567225], [0.461250, -0.027077, 2.037302], [1.669523, 1.469740, 0.547143], [1.173668, -1.131583, 1.467350], [2.133863, 0.331989, -0.175236], [1.840406, -0.960254, 0.212128], [-0.072445, 2.318192, 1.929154], [-0.282166, -0.149726, 2.823224], [-0.621629, 2.089790, 2.685703], [1.913208, 2.471586, 0.225967], [1.207002, -2.093342, 1.981695], [2.806730, 0.483591, -1.018094], [1.958838, -1.823326, -1.797560], [1.552679, -2.990284, -0.499028], [3.162419, -2.443903, -0.674480], [-1.714723, 0.665414, -1.406819], [-1.578125, -0.881076, -1.312727], [-2.681966, 1.215081, -0.354035], [-0.732208, 1.016547, -1.092923], [-1.900106, 0.985530, -2.437039], [-2.530179, -1.344277, -1.036073], [-0.838883, -1.096671, -0.541892], [-3.547086, 0.576554, -0.149540], [-2.138413, 1.242762, 0.590679], [-1.133442, -1.308811, -2.220946], [-2.955524, 2.239839, -0.601285]],
  "atomic_forces_ev_per_a": [[1.1, -0.7, 0.6], [-0.8, -0.1, -0.3], [0.4, 0.6, 0.1], [0.2, 0.1, 0.1], [0.0, -1.1, -0.2], [0.1, -0.4, 0.0], [-0.3, 0.9, 0.0], [0.3, 0.5, 0.2], [0.0, -0.1, 0.0], [0.2, -0.3, 0.0], [-0.1, 0.1, 0.0], [-0.3, 0.0, -0.2], [-0.3, 0.0, -0.3], [-0.2, 0.1, 0.1], [-0.4, 0.2, -0.1], [-0.1, 0.2, -0.1], [0.4, -1.0, 0.5], [0.4, 0.6, 0.0], [0.5, -0.1, 0.1], [0.1, 0.4, -0.5], [-0.3, 0.1, 0.2], [0.1, -0.2, -0.3], [-0.2, -0.1, 0.3], [-0.2, 0.2, -0.5], [0.0, 0.1, 0.1], [-0.4, 0.0, 0.0], [-0.3, 0.0, 0.1]],
  "mulliken_spin": [-0.02, -0.23, 0.10, 0.45, 0.45, -0.06, 0.17, 0.01, 0.01, 0.01, 0.08, 0.02, -0.02, 0.01, -0.01, 0.01, -0.02, -0.02, 0.00, 0.03, -0.01, 0.00, 0.02, -0.01, 0.01, 0.00, 0.00],
  "multiplicity": 2,
  "homo_ev": [0.588, -3.146],
  "orbital_gap_ev": [3.22, 6.92],
  "lumo_ev": [3.81, 3.77],
  "molar_mass_g_mol": 152.24,
  "charge": -1
}


{
  "formula": "C10H16O",
  "method": "ωB97M-V with the def2-TZVPD basis set",
  "symbols": ["C", "C", "C", "C", "C", "C", "O", "C", "C", "H", "H", "H", "H", "H", "H", "H", "H", "H", "H", "C", "C", "H", "H", "H", "H", "H", "H"],
  "coordinates": [[-0.570432, 1.901519, 2.710821], [-0.670380, 0.492585, 2.081255], [0.398809, 0.394314, 1.026453], [0.855651, 1.511353, 0.301184], [1.569669, 1.389512, -0.887191], [2.228814, 0.169806, -1.034196], [3.259530, 0.080508, -1.919170], [1.960444, -0.905055, -0.232732], [1.105722, -0.823532, 0.862974], [-1.034469, 2.623974, 2.042269], [0.489413, 2.090891, 2.921421], [-1.268367, 1.921490, 3.594908], [-0.417887, -0.288464, 2.856052], [-1.657623, 0.240940, 1.691899], [0.524362, 2.496713, 0.574963], [1.836138, 2.299402, -1.399530], [3.701522, 0.893594, -2.163937], [2.495205, -1.879204, -0.240766], [0.738449, -1.732428, 1.296346], [-1.885703, -0.837191, -1.820205], [-1.990981, -2.390873, -1.743608], [-2.855096, -0.434390, -2.200552], [-1.745087, -0.580408, -0.750965], [-1.041690, -0.318777, -2.272231], [-0.989685, -2.829922, -1.855341], [-2.569595, -2.741622, -2.594771], [-2.466739, -2.744726, -0.845340]],
  "atomic_forces_ev_per_a": [[-1.9, -1.0, 0.8], [1.3, 0.0, 1.0], [1.3, -0.9, 0.4], [-1.5, -0.4, -0.7], [0.6, -0.5, 2.3], [0.8, 1.4, -1.0], [0.4, -1.4, -0.8], [0.7, -2.1, 1.6], [-1.9, 1.9, -2.3], [0.5, 0.3, -0.1], [-0.6, 0.3, 0.3], [1.2, 0.1, -0.4], [-0.4, 0.8, -0.6], [0.0, 0.2, -0.1], [-0.4, 0.2, 0.0], [0.2, -0.1, -0.4], [-0.5, 0.4, 0.3], [0.0, 1.0, -0.9], [0.2, -0.2, 0.7], [-1.0, -0.3, 1.8], [1.1, 0.7, -1.8], [0.9, 0.0, 0.4], [-0.4, 0.5, -0.5], [0.0, -0.7, -0.6], [-0.3, -0.1, 0.3], [-0.1, -0.3, 0.0], [-0.1, 0.1, 0.4]],
  "lowdin_charge": [-0.12, -0.22, -0.26, -0.05, -0.01, -0.34, 0.04, -0.04, -0.03, 0.06, 0.09, 0.08, 0.12, 0.10, 0.09, 0.11, 0.10, 0.13, 0.11, -0.15, -0.16, 0.07, 0.04, 0.05, 0.06, 0.05, 0.05],
  "smiles": "CCc1ccc(O)cc1.CC",
  "homo_ev": -8.276,
  "orbital_gap_ev": 9.10,
  "lumo_ev": 0.82,
  "molar_mass_g_mol": 152.24,
  "charge": 0
}


{
  "formula": "C10H16O",
  "method": "ωB97M-V with the def2-TZVPD basis set",
  "symbols": ["C", "C", "C", "C", "C", "O", "C", "C", "H", "H", "H", "H", "H", "H", "H", "H", "C", "C", "C", "H", "H", "H", "H", "H", "H", "H", "H"],
  "coordinates": [[0.088660, -0.805376, -2.759009], [-0.745875, -1.116408, -1.548771], [-1.891483, -0.360624, -1.291907], [-2.653635, -0.651081, -0.173271], [-2.144701, -1.420390, 0.864392], [-2.830632, -1.517856, 2.024196], [-0.976821, -2.126341, 0.637019], [-0.265826, -1.949581, -0.553176], [0.546514, 0.187055, -2.665204], [-0.414733, -0.802133, -3.729157], [0.923938, -1.456080, -2.834709], [-2.254907, 0.342731, -2.033852], [-3.611871, -0.191994, 0.053722], [-2.375277, -2.075358, 2.657419], [-0.506671, -2.768389, 1.371939], [0.639515, -2.533205, -0.651871], [2.474441, 2.360180, 1.725801], [1.861943, 1.144978, 1.044646], [0.733553, 1.533292, 0.090869], [1.725048, 3.099835, 2.046034], [2.999740, 2.155158, 2.657110], [3.153628, 2.970020, 1.118610], [2.672843, 0.564340, 0.595269], [1.500864, 0.468263, 1.805611], [-0.048272, 0.794569, 0.062383], [0.244392, 2.463103, 0.376837], [1.155614, 1.691285, -0.890939]],
  "atomic_forces_ev_per_a": [[0.0, 0.8, -0.2], [0.6, 0.9, -0.2], [-0.6, -1.2, -0.2], [-0.3, 1.0, 0.9], [0.6, -0.9, -0.6], [-0.7, 0.3, 0.3], [0.9, 0.3, -0.3], [-0.8, -0.5, 0.3], [-0.2, 0.0, 0.1], [-0.3, -0.2, 0.3], [0.7, -0.9, -0.1], [0.0, -0.1, 0.1], [0.1, 0.3, -0.4], [0.2, -0.1, -0.1], [-0.3, 0.0, 0.3], [0.1, 0.1, -0.3], [0.0, 1.2, 0.6], [0.3, 0.3, 0.5], [0.5, 0.1, 0.1], [-0.2, -0.4, -0.2], [0.3, -0.4, -0.1], [0.0, -0.4, -0.3], [-0.2, 0.1, -0.5], [-0.4, -0.1, 0.4], [-0.1, -0.4, -0.2], [0.1, 0.1, 0.2], [-0.2, 0.0, -0.5]],
  "lowdin_charge": [-0.05, -0.30, -0.05, -0.02, -0.34, 0.06, -0.03, -0.05, 0.07, 0.08, 0.06, 0.12, 0.12, 0.10, 0.11, 0.11, -0.14, -0.30, -0.10, 0.07, 0.06, 0.07, 0.10, 0.09, 0.04, 0.07, 0.06],
  "smiles": "Cc1ccc(O)cc1.CCC",
  "homo_ev": -8.410,
  "orbital_gap_ev": 9.24,
  "lumo_ev": 0.83,
  "molar_mass_g_mol": 152.24,
  "charge": 0
}